i) Entry from OMol25: a 9-piece molecular cluster, C24H71N13O9 overall (ωB97M-V/def2-TZVPD).

Element x y z (Å)
C: 10.884 -3.943 9.641
O: 9.600 -4.065 9.120
C: 9.500 -3.836 7.684
C: 7.991 -3.752 7.181
C: 7.539 -5.158 6.752
N: 7.954 -2.973 6.003
H: 11.385 -3.012 9.374
H: 11.469 -4.722 9.153
H: 10.932 -4.062 10.723
H: 9.971 -2.865 7.533
H: 10.046 -4.606 7.137
H: 7.288 -3.401 7.937
H: 7.593 -5.803 7.629
H: 8.257 -5.708 6.143
H: 6.505 -5.159 6.407
H: 8.087 -3.585 5.211
H: 8.749 -2.350 6.006
C: -12.087 -3.521 -0.410
O: -10.703 -3.176 -0.390
C: -10.500 -1.795 -0.047
C: -9.140 -1.527 -0.658
C: -7.910 -2.451 -0.194
N: -8.668 -0.152 -0.391
H: -12.064 -4.601 -0.554
H: -12.558 -3.060 -1.278
H: -12.569 -3.329 0.549
H: -11.200 -1.123 -0.543
H: -10.392 -1.534 1.006
H: -9.222 -1.721 -1.727
H: -7.695 -2.212 0.848
H: -6.928 -2.132 -0.544
H: -7.875 -3.530 -0.340
H: -8.951 0.077 0.551
H: -7.663 -0.059 -0.358
C: -3.057 5.972 -1.749
O: -1.658 6.085 -1.323
C: -0.686 5.810 -2.340
C: 0.834 5.992 -1.933
C: 1.790 6.269 -3.110
N: 1.328 4.812 -1.361
H: -3.283 6.960 -2.150
H: -3.821 5.975 -0.971
H: -3.310 5.344 -2.603
H: -0.886 4.785 -2.654
H: -0.898 6.488 -3.167
H: 0.977 6.754 -1.167
H: 2.753 6.628 -2.746
H: 1.361 7.061 -3.723
H: 1.988 5.455 -3.808
H: 0.643 4.728 -0.623
H: 0.974 4.161 -2.046
C: -1.709 2.329 -7.704
O: -2.334 3.305 -8.571
C: -1.352 4.159 -9.260
C: -2.089 5.459 -9.505
C: -3.391 5.508 -10.354
N: -1.181 6.545 -9.891
H: -0.948 2.877 -7.149
H: -1.206 1.547 -8.273
H: -2.501 1.917 -7.079
H: -0.553 4.442 -8.575
H: -0.910 3.600 -10.085
H: -2.480 5.783 -8.540
H: -4.231 4.928 -9.972
H: -3.234 5.125 -11.363
H: -3.644 6.567 -10.402
H: -1.673 7.365 -10.216
H: -0.521 6.846 -9.188
C: -4.381 3.010 10.112
O: -4.162 2.133 8.991
C: -3.721 2.866 7.831
C: -3.339 1.783 6.824
C: -2.096 0.952 7.281
N: -2.956 2.351 5.534
H: -3.469 3.480 10.480
H: -4.955 2.533 10.907
H: -4.928 3.864 9.715
H: -4.573 3.469 7.517
H: -2.871 3.458 8.170
H: -4.297 1.284 6.677
H: -2.103 0.833 8.364
H: -1.135 1.466 7.257
H: -2.031 0.006 6.742
H: -3.543 3.114 5.230
H: -2.920 1.589 4.871
N: -1.451 -6.919 -6.093
C: -2.105 -5.902 -6.489
N: -1.883 -5.513 -7.671
O: -2.785 -5.212 -5.753
H: -1.751 -7.271 -5.196
H: -0.568 -7.252 -6.454
H: -2.450 -4.726 -7.953
H: -1.410 -6.158 -8.288
N: 0.858 -3.449 -0.608
C: 0.938 -2.346 0.089
N: 1.788 -2.331 1.078
O: 0.285 -1.323 -0.197
H: 0.293 -3.174 -1.398
H: 1.380 -4.306 -0.494
H: 1.803 -1.600 1.775
H: 2.303 -3.194 1.183
N: 6.383 -9.221 -1.317
C: 5.617 -8.184 -1.515
N: 6.228 -7.120 -1.952
O: 4.445 -8.126 -1.160
H: 7.371 -9.331 -1.495
H: 5.931 -9.981 -0.828
H: 7.145 -7.288 -2.340
H: 5.789 -6.212 -2.007
N: 8.012 2.054 0.186
C: 8.607 3.189 0.210
N: 7.776 4.204 -0.064
O: 9.784 3.334 0.371
H: 7.005 1.991 0.157
H: 8.666 1.284 0.198
H: 6.817 4.028 -0.327
H: 7.939 5.135 0.292

LUMO level	0.3	eV
HOMO-LUMO gap	9.2611	eV
SMILES	COC[C@H](C)N.COC[C@H](C)N.COC[C@H](C)N.COC[C@H](C)N.COC[C@H](C)N.NC(N)=O.NC(N)=O.NC(N)=O.NC(N)=O

ii) Entry from OMol25: a 9-piece molecular cluster, C24H71N13O9 overall (ωB97M-V/def2-TZVPD).

Element x y z (Å)
C: 3.634 -0.392 -9.232
O: 3.112 -0.406 -7.856
C: 3.185 0.801 -7.128
C: 2.202 0.436 -5.992
C: 2.187 1.478 -4.867
N: 2.714 -0.770 -5.287
H: 4.377 -1.166 -9.425
H: 4.157 0.556 -9.357
H: 2.869 -0.453 -10.007
H: 4.213 0.891 -6.777
H: 2.891 1.736 -7.605
H: 1.262 0.144 -6.462
H: 1.424 1.253 -4.121
H: 2.098 2.517 -5.185
H: 3.086 1.507 -4.251
H: 2.758 -1.606 -5.851
H: 2.010 -0.947 -4.585
C: 2.263 -5.252 -0.704
O: 2.601 -3.918 -1.097
C: 3.517 -3.324 -0.193
C: 3.649 -1.805 -0.371
C: 4.000 -1.458 -1.848
N: 4.833 -1.396 0.362
H: 1.756 -5.335 0.257
H: 3.153 -5.875 -0.623
H: 1.675 -5.802 -1.439
H: 3.116 -3.379 0.819
H: 4.443 -3.890 -0.289
H: 2.782 -1.256 -0.006
H: 4.240 -0.417 -2.063
H: 3.149 -1.587 -2.518
H: 4.921 -1.989 -2.088
H: 4.637 -1.590 1.334
H: 5.064 -0.414 0.404
C: -1.818 2.102 7.215
O: -1.412 1.734 5.914
C: -1.738 2.665 4.908
C: -0.951 2.446 3.654
C: 0.571 2.526 3.943
N: -1.394 3.418 2.671
H: -2.876 1.962 7.440
H: -1.751 3.189 7.269
H: -1.296 1.512 7.968
H: -2.792 2.510 4.676
H: -1.601 3.667 5.316
H: -1.176 1.459 3.248
H: 1.105 3.441 4.200
H: 1.101 2.050 3.118
H: 0.703 1.942 4.854
H: -1.093 3.151 1.745
H: -2.397 3.373 2.779
C: -4.972 -2.722 2.897
O: -4.643 -1.366 2.820
C: -3.758 -1.064 1.754
C: -4.435 -0.854 0.431
C: -4.506 -2.107 -0.538
N: -3.961 0.254 -0.386
H: -5.282 -3.171 1.954
H: -5.735 -2.810 3.670
H: -4.123 -3.293 3.275
H: -3.262 -0.105 1.904
H: -2.991 -1.835 1.671
H: -5.491 -0.625 0.572
H: -5.035 -2.994 -0.190
H: -3.495 -2.422 -0.795
H: -4.951 -1.867 -1.504
H: -4.579 0.351 -1.179
H: -4.174 1.103 0.119
C: 0.369 -1.102 2.173
O: 0.322 -1.881 3.346
C: -0.837 -1.458 4.185
C: -0.976 -2.167 5.596
C: -1.501 -3.597 5.629
N: -1.817 -1.313 6.476
H: -0.401 -1.287 1.424
H: 1.358 -1.093 1.714
H: 0.477 -0.027 2.315
H: -0.756 -0.398 4.429
H: -1.719 -1.655 3.577
H: -0.020 -2.078 6.113
H: -2.270 -3.795 6.376
H: -0.735 -4.360 5.773
H: -1.939 -3.831 4.658
H: -2.791 -1.335 6.211
H: -1.554 -0.345 6.357
N: -1.424 -2.316 -3.021
C: -0.176 -2.306 -2.755
N: 0.212 -3.536 -2.515
O: 0.549 -1.311 -2.720
H: -1.971 -3.158 -3.130
H: -1.755 -1.389 -3.247
H: -0.320 -4.340 -2.815
H: 1.194 -3.742 -2.398
N: 2.926 3.807 -0.753
C: 2.201 4.137 -1.786
N: 2.765 3.746 -2.890
O: 1.099 4.706 -1.705
H: 3.697 3.218 -1.033
H: 2.595 3.996 0.183
H: 2.323 4.062 -3.742
H: 3.687 3.341 -2.812
N: -1.495 6.131 -1.466
C: -2.481 5.568 -0.866
N: -2.204 4.349 -0.573
O: -3.545 6.071 -0.725
H: -0.579 5.712 -1.546
H: -1.657 7.046 -1.861
H: -1.210 4.210 -0.461
H: -2.843 3.883 0.055
N: 1.024 0.757 -0.752
C: -0.142 1.127 -0.380
N: -1.076 0.248 -0.624
O: -0.369 2.121 0.295
H: 0.933 0.034 -1.451
H: 1.887 1.234 -0.531
H: -2.074 0.401 -0.600
H: -0.749 -0.594 -1.074

LUMO level	0.0	eV
HOMO-LUMO gap	8.5212	eV
SMILES	COC[C@H](C)N.COC[C@H](C)N.COC[C@H](C)N.COC[C@H](C)N.COC[C@H](C)N.NC(N)=O.NC(N)=O.NC(N)=O.NC(N)=O

Which one sits at the bottom of the stability order? i) does.

i) Entry from OMol25: C6H9NO2 as an isolated structure (ωB97M-V/def2-TZVPD).

Element x y z (Å)
C: -2.038 -1.234 -0.407
C: 0.889 -1.012 -0.506
C: -1.411 0.060 -0.856
C: 0.717 0.480 0.729
N: 1.950 1.108 0.797
C: 0.095 0.139 -0.841
C: -0.141 0.503 1.761
O: 2.124 -1.023 -0.994
O: -2.054 0.994 -1.279
H: 2.328 -0.267 -1.587
H: 1.986 1.981 1.297
H: 2.578 1.093 0.007
H: 0.469 0.864 -1.579
H: -3.083 -1.073 -0.147
H: -1.494 -1.681 0.424
H: -1.967 -1.940 -1.238
H: 0.186 0.906 2.708
H: -1.136 0.101 1.712

LUMO level	0.2	eV
HOMO-LUMO gap	8.4644	eV

ii) Entry from OMol25: one molecule with the formula C6H9NO2 (ωB97M-V/def2-TZVPD).

Element x y z (Å)
C: 0.402 -2.194 0.934
C: -0.220 -1.137 0.417
C: -1.704 -0.925 0.537
C: 0.544 -0.100 -0.322
C: 1.468 -0.407 -1.243
C: 0.247 1.295 -0.007
O: -0.139 1.719 1.168
N: 0.315 2.279 -0.881
O: -0.022 3.475 -0.407
H: 1.474 -2.308 0.876
H: -0.145 -2.966 1.458
H: -2.181 -1.781 1.010
H: -1.915 -0.037 1.135
H: -2.154 -0.774 -0.447
H: 1.650 -1.435 -1.517
H: 2.072 0.345 -1.730
H: -0.207 2.781 0.885
H: 0.516 2.167 -1.867

LUMO level (spin up / spin down)	0.2 / 0.2	eV
HOMO-LUMO gap (spin up / spin down)	8.7325 / 8.7313	eV
SMILES	C=C(C)C(=C)/C(O)=[NH+]/[O-]

iii) Entry from OMol25: one molecule with the formula C6H9NO2 (ωB97M-V/def2-TZVPD).

Element x y z (Å)
O: -1.309 -1.696 -1.415
C: -0.159 -1.397 -1.508
C: 0.731 -0.929 -0.446
C: 1.058 0.575 -0.600
C: 0.081 1.472 0.239
C: -1.198 0.693 0.676
C: -0.677 -0.430 1.454
O: 0.573 -0.566 1.953
N: 0.247 -1.358 0.858
H: 0.358 -1.403 -2.479
H: 1.714 -1.473 -0.749
H: 1.020 1.073 -1.633
H: 2.052 0.723 -0.141
H: 0.585 1.653 1.179
H: -0.036 2.397 -0.365
H: -1.929 1.387 1.150
H: -1.588 0.281 -0.226
H: -1.521 -1.001 2.052

LUMO level	0.8	eV
HOMO-LUMO gap	10.3266	eV
SMILES	O=C[C@H]1CCC[C@@H]2ON21

Which one sits at the bottom of the stability order? i) does.